{
  "formula": "C8H30B2O31",
  "method": "ωB97M-V with the def2-TZVPD basis set",
  "symbols": ["O", "C", "O", "B", "O", "C", "O", "O", "C", "O", "C", "O", "O", "O", "C", "O", "B", "O", "C", "O", "O", "C", "O", "C", "O", "O", "O", "H", "H", "O", "H", "H", "O", "H", "H", "O", "H", "H", "O", "H", "H", "O", "H", "H", "O", "H", "H", "O", "H", "H", "O", "H", "H", "O", "H", "H", "O", "H", "H", "O", "H", "H", "O", "H", "H", "O", "H", "H", "O", "H", "H"],
  "coordinates": [[0.718, 2.934, 1.613], [0.424, 2.059, 0.708], [0.714, 0.858, 0.755], [0.186, 0.288, -0.511], [-0.488, 1.453, -1.116], [-0.316, 2.440, -0.387], [-0.814, 3.589, -0.568], [-0.771, -0.833, -0.338], [-0.310, -1.769, -1.002], [-0.728, -2.923, -0.848], [0.959, -1.408, -1.686], [1.212, -0.234, -1.377], [1.546, -2.169, -2.406], [-2.384, 3.039, 1.573], [-2.265, 1.990, 2.073], [-2.189, 0.917, 1.483], [-1.741, -0.130, 2.361], [-1.427, 0.617, 3.566], [-1.661, 1.836, 3.340], [-1.736, 2.714, 4.207], [-0.663, -0.853, 1.874], [-0.935, -2.097, 1.839], [-0.119, -2.922, 1.431], [-2.184, -2.268, 2.456], [-2.722, -1.267, 2.716], [-2.754, -3.376, 2.456], [3.514, 0.288, 0.938], [3.711, 0.414, 1.820], [2.542, 0.395, 1.042], [-1.435, -3.642, -3.871], [-1.502, -3.544, -4.799], [-0.505, -3.791, -3.575], [4.514, -1.404, -2.136], [4.033, -1.042, -2.894], [3.840, -1.871, -1.720], [1.448, 5.476, 3.190], [0.678, 5.169, 2.518], [2.026, 4.815, 2.928], [-0.382, 5.316, -0.959], [-1.131, 5.841, -1.412], [-0.390, 4.339, -1.157], [-0.583, -5.567, -0.764], [-0.450, -4.692, -1.224], [-0.941, -5.357, 0.065], [1.478, -4.461, -3.591], [2.250, -4.861, -3.961], [1.660, -3.564, -3.107], [3.635, -3.282, -0.921], [3.546, -4.177, -1.514], [3.924, -3.545, -0.048], [-4.130, -4.006, -0.813], [-4.115, -3.134, -0.345], [-3.386, -3.776, -1.184], [-3.583, -1.434, -0.662], [-3.836, -0.602, -1.127], [-2.628, -1.207, -0.505], [2.787, 3.710, 2.919], [3.661, 3.617, 2.580], [2.157, 3.440, 2.397], [1.405, -0.678, 4.061], [0.979, -0.789, 3.220], [1.071, -1.613, 4.498], [-1.078, 4.867, 1.950], [-1.643, 4.060, 1.596], [-0.726, 5.203, 1.180], [-3.635, 3.829, -1.700], [-2.717, 3.768, -1.472], [-3.996, 4.106, -2.433], [2.955, -0.084, -4.267], [3.323, 0.690, -4.859], [2.072, 0.327, -4.123]],
  "forces_ev_per_a": [[-0.93, -3.96, -3.73], [3.42, 7.57, 8.78], [0.83, -3.99, -1.03], [-0.79, -0.05, 0.28], [-0.55, -2.99, -3.06], [-3.75, 5.43, -2.24], [-2.79, -14.45, 4.98], [-0.88, 5.09, 0.11], [-0.28, -8.05, -0.35], [0.39, 2.39, -2.28], [-1.10, -4.15, -1.49], [1.93, 4.15, 0.60], [0.66, 0.87, -0.24], [-4.02, 1.02, -2.68], [1.95, 2.61, 0.56], [-1.50, -5.55, -4.40], [-1.04, -0.07, 2.15], [1.37, -3.12, 0.67], [-1.88, 4.35, 7.06], [0.90, -1.37, -1.64], [1.92, 2.12, 0.75], [5.96, -3.90, -1.18], [-1.54, 1.12, 1.49], [-1.79, -12.57, -2.27], [-4.02, 10.95, 2.41], [1.18, 0.76, 0.63], [-1.96, -0.14, -2.22], [1.44, 0.33, 3.13], [0.72, -0.22, -0.71], [0.36, -0.02, 2.13], [0.52, 0.02, -1.27], [-0.89, -0.04, -0.96], [1.79, 2.20, -2.30], [0.38, 0.32, 0.03], [-1.40, -1.38, 1.48], [-5.68, 2.65, -1.85], [1.37, 1.50, 2.64], [2.06, -0.21, 0.30], [0.71, 10.72, -2.92], [1.94, -1.40, 0.87], [1.33, 3.67, -3.15], [1.16, 0.09, -2.65], [-0.28, -1.36, 1.01], [-0.81, 0.76, 1.76], [-0.73, 1.71, 1.17], [0.74, 0.07, -0.17], [-0.04, -2.15, -1.17], [-0.82, -4.25, -1.81], [0.26, 3.33, 2.52], [-0.01, -0.29, 0.23], [-5.76, -0.26, 3.85], [-1.30, -0.98, 0.26], [6.84, 0.61, -4.24], [1.38, 2.26, -0.43], [-0.27, -0.97, 0.47], [-1.16, -0.67, 0.08], [7.20, -0.04, 5.28], [0.55, -0.35, -0.77], [-5.03, -3.38, -4.91], [-0.91, -3.97, 2.41], [-0.35, 0.33, -1.03], [1.44, 3.62, -1.39], [-1.58, -0.93, 1.81], [1.84, 3.07, 1.58], [1.30, 1.54, -2.88], [0.82, -2.79, 6.96], [0.78, 0.39, -0.74], [-1.55, 2.37, -6.15], [-0.08, 3.36, -2.16], [-0.50, -2.44, 1.67], [0.56, -0.88, 0.36]],
  "lowdin_charge": [0.14, -0.35, 0.29, -0.76, 0.36, -0.31, 0.08, 0.23, -0.38, 0.12, -0.38, 0.35, 0.14, 0.22, -0.46, 0.35, -0.85, 0.31, -0.41, 0.17, 0.22, -0.40, 0.17, -0.56, 0.35, 0.12, -0.01, -0.01, 0.03, -0.05, 0.00, 0.01, -0.07, -0.01, -0.09, -0.12, 0.07, -0.18, -0.12, 0.08, -0.18, -0.08, 0.02, -0.01, -0.10, 0.01, 0.03, -0.09, 0.15, 0.05, -0.03, 0.02, -0.10, -0.04, 0.09, 0.05, 0.06, 0.08, -0.08, -0.09, -0.03, 0.14, -0.08, -0.04, -0.05, 0.03, 0.01, -0.07, -0.10, 0.11, 0.05],
  "charge": -2,
  "homo_ev": -4.37,
  "orbital_gap_ev": 7.398,
  "lumo_energy_ev": 3.030
}


{
  "formula": "C8H30N2O6",
  "method": "ωB97M-V with the def2-TZVPD basis set",
  "symbols": ["C", "C", "C", "O", "C", "N", "H", "H", "H", "H", "H", "H", "H", "H", "H", "H", "H", "C", "C", "C", "O", "C", "N", "H", "H", "H", "H", "H", "H", "H", "H", "H", "H", "H", "O", "H", "H", "O", "H", "H", "O", "H", "H", "O", "H", "H"],
  "coordinates": [[-6.448, -0.274, 0.249], [-5.988, 1.096, -0.249], [-4.887, 1.105, -1.319], [-3.722, 0.378, -0.919], [-3.033, 0.779, 0.247], [-7.157, 1.799, -0.779], [-5.642, -0.996, 0.117], [-7.210, -0.637, -0.441], [-6.948, -0.218, 1.216], [-5.718, 1.594, 0.682], [-4.565, 2.096, -1.638], [-5.216, 0.772, -2.304], [-2.085, 0.282, 0.454], [-3.635, 0.456, 1.096], [-2.890, 1.856, 0.335], [-7.394, 1.217, -1.569], [-7.022, 2.776, -1.000], [5.303, -0.786, 0.575], [4.936, -1.266, -0.909], [3.803, -0.488, -1.723], [2.462, -0.608, -1.136], [1.419, -0.060, -1.805], [6.245, -1.174, -1.570], [5.607, 0.260, 0.555], [6.038, -1.265, 1.222], [4.390, -0.816, 1.169], [4.616, -2.308, -0.880], [3.749, -0.757, -2.778], [4.012, 0.574, -1.860], [0.468, -0.085, -1.272], [1.126, -0.551, -2.732], [1.647, 0.998, -1.938], [6.206, -1.009, -2.565], [6.946, -1.817, -1.230], [3.109, -1.340, 3.613], [2.245, -1.049, 3.322], [3.169, -1.043, 4.521], [3.836, 2.371, 1.576], [4.525, 2.980, 1.309], [3.693, 1.818, 0.808], [-0.779, -2.174, 1.234], [-1.515, -2.410, 0.669], [-0.892, -2.716, 2.014], [1.163, 0.068, 2.226], [0.427, -0.189, 1.671], [1.603, 0.762, 1.735]],
  "forces_ev_per_a": [[-0.10, -0.20, -1.55], [-0.53, 0.79, 0.40], [1.01, 0.14, 0.99], [0.84, -0.75, -0.99], [-1.35, 0.12, 0.85], [-0.07, -0.82, 0.48], [0.10, -0.07, 0.80], [-0.22, -0.07, -0.13], [0.51, -0.12, 0.06], [0.67, 0.51, -0.31], [-0.11, 0.75, 0.78], [-0.21, -1.11, 0.27], [0.12, -0.22, -1.01], [-0.15, 0.27, 0.42], [0.02, 0.20, -0.23], [-0.68, 0.71, -0.52], [0.17, -0.14, -0.31], [-1.30, 0.95, 0.17], [0.79, 1.72, 0.22], [-1.44, 0.68, 0.35], [3.78, -2.23, 1.72], [-1.47, 1.65, -1.41], [-3.06, -1.46, -0.08], [-0.07, 0.04, -0.31], [0.18, -0.80, -0.82], [-0.30, -0.12, -0.07], [0.25, -0.59, 0.21], [0.21, -1.06, -0.10], [0.43, 0.43, 0.76], [0.42, -0.27, 0.85], [0.62, -0.03, -0.47], [-0.31, 0.31, -0.62], [0.60, 0.60, -0.44], [0.57, 0.16, 0.25], [0.58, -0.34, 0.02], [-0.44, 0.32, -0.37], [0.10, 0.03, 0.22], [-0.11, -0.22, 0.12], [0.16, 0.32, 0.02], [-0.09, -0.12, -0.22], [0.23, 0.31, -0.12], [-0.24, -0.03, -0.20], [0.03, -0.13, 0.28], [-0.01, 0.06, 0.03], [-0.40, -0.43, -0.11], [0.21, 0.29, 0.10]],
  "nbo_charge": [-0.62, -0.09, -0.08, -0.56, -0.25, -0.83, 0.22, 0.20, 0.23, 0.19, 0.17, 0.19, 0.18, 0.17, 0.17, 0.35, 0.37, -0.64, -0.11, -0.09, -0.53, -0.26, -0.27, 0.23, 0.27, 0.30, 0.31, 0.20, 0.19, 0.22, 0.18, 0.16, 0.41, 0.42, -0.98, 0.50, 0.47, -0.92, 0.47, 0.45, -0.96, 0.48, 0.48, -0.96, 0.49, 0.47],
  "s2": 0.754,
  "charge": 1,
  "homo_ev": [-10.53, -10.53],
  "orbital_gap_ev": [7.131, 1.953],
  "lumo_energy_ev": [-3.400, -8.578],
  "spin_multiplicity": 2
}


Calculated ΔE to the lowest compared entry with this formula, charge and spin in order - 371.1 28.0 kcal per mole
Calculated electronic energy in order - -2705.10047 -883.32243 hartree